Entry 1:
Density functional theory data (ωB97M-V/def2-TZVPD) for a structure of composition C31H42BClN6O4S4TcTe.

Its frontier orbital gap (spin up / spin down) is 7.4 / 7.1 eV. The spin multiplicity is 4. The LUMO energy (spin up / spin down) is -6.5 / -7.0 eV. The calculation puts the energy above the lowest of the compared OMol25 structures with the same formula, charge and spin at 0.0 kcal/mol. Its total charge is +2.

Last column: Mulliken spin population.
CARTESIAN COORDINATES (ANGSTROEM)
Tc (-0.3505, 1.2981, -3.2226)  3.02
C (-3.5954, -2.4582, -1.0071)  0.00
C (-2.8654, -1.2795, -0.4465)  -0.02
C (-3.1829, -0.7529, 0.7892)  0.00
C (-2.4647, 0.3223, 1.3235)  0.00
N (-1.4205, 0.8146, 0.6732)  0.00
N (-1.1216, 0.3249, -0.5032)  0.01
B (0.1998, 0.8428, -1.1914)  -0.37
N (0.8070, 2.0633, -0.4716)  0.00
N (1.2791, 1.8046, 0.7617)  0.01
C (1.8108, 2.7828, 1.4414)  0.00
C (1.8406, 4.1025, 0.9128)  0.01
C (1.4184, 4.3595, -0.3540)  -0.01
C (1.4782, 5.7118, -0.9864)  -0.01
C (0.9243, 3.2426, -1.0863)  0.07
S (0.5436, 3.4132, -2.7598)  0.02
C (2.3724, 2.4824, 2.8188)  0.00
C (2.5243, 0.9770, 3.0203)  0.00
C (3.7485, 3.1471, 2.9692)  0.00
C (1.4020, 3.0610, 3.8601)  0.00
N (1.1958, -0.3684, -1.1584)  0.03
N (1.1546, -1.1330, -0.0589)  0.01
C (2.0015, -2.1234, 0.0378)  0.00
C (2.9814, -2.3390, -0.9683)  0.01
C (2.9984, -1.5881, -2.1061)  0.00
C (3.9646, -1.7985, -3.2261)  -0.01
C (1.9970, -0.5855, -2.1984)  0.06
S (1.7587, 0.3416, -3.6421)  0.01
C (1.8992, -3.0388, 1.2446)  0.00
C (1.8016, -4.4915, 0.7534)  0.00
C (0.6616, -2.7070, 2.0767)  0.00
C (3.1617, -2.8650, 2.1012)  0.00
C (-1.8187, -0.6406, -1.1142)  0.03
S (-1.2362, -1.0214, -2.7568)  0.02
C (-2.7416, 0.9423, 2.6818)  0.00
C (-2.6390, 2.4687, 2.5797)  0.00
C (-1.6580, 0.4119, 3.6358)  0.00
C (-4.1254, 0.5560, 3.2029)  0.00
H (-3.9573, -3.0884, -0.1963)  0.00
H (-4.4582, -2.1348, -1.5920)  0.00
H (-2.9547, -3.0581, -1.6526)  0.00
H (-3.9978, -1.1868, 1.3523)  0.00
H (2.2292, 4.9087, 1.5207)  0.00
H (1.8154, 6.4562, -0.2694)  0.00
H (2.1664, 5.7094, -1.8341)  0.00
H (0.4980, 6.0044, -1.3659)  0.00
H (3.2497, 0.5654, 2.3155)  0.00
H (2.8818, 0.7842, 4.0321)  0.00
H (1.5816, 0.4513, 2.8760)  0.00
H (4.4220, 2.8589, 2.1598)  0.00
H (3.6883, 4.2350, 3.0005)  0.00
H (4.1988, 2.8267, 3.9087)  0.00
H (0.4198, 2.5907, 3.7907)  0.00
H (1.7945, 2.8875, 4.8625)  0.00
H (1.2748, 4.1384, 3.7361)  0.00
H (3.7052, -3.1333, -0.8414)  0.00
H (4.6743, -2.5851, -2.9820)  0.00
H (3.4362, -2.0744, -4.1405)  0.00
H (4.5166, -0.8812, -3.4372)  0.00
H (0.9614, -4.6237, 0.0684)  0.00
H (2.7107, -4.8236, 0.2515)  0.00
H (1.6458, -5.1505, 1.6074)  0.00
H (-0.2531, -2.8305, 1.4921)  0.00
H (0.6151, -3.3844, 2.9295)  0.00
H (0.6877, -1.6836, 2.4491)  0.00
H (4.0703, -3.0871, 1.5386)  0.00
H (3.2350, -1.8488, 2.4900)  0.00
H (3.1242, -3.5507, 2.9479)  0.00
H (-1.6558, 2.7782, 2.2261)  0.00
H (-3.3940, 2.8730, 1.9033)  0.00
H (-2.8026, 2.9035, 3.5658)  0.00
H (-0.6641, 0.6383, 3.2469)  0.00
H (-1.7670, 0.8824, 4.6135)  0.00
H (-1.7402, -0.6690, 3.7693)  0.00
H (-4.9173, 0.8603, 2.5153)  0.00
H (-4.2138, -0.5146, 3.3952)  0.00
H (-4.3017, 1.0623, 4.1513)  0.00
O (-2.8143, 4.0964, -3.3269)  0.01
Cl (-2.8316, 2.7154, -3.5639)  -0.01
O (-4.1096, 2.1810, -3.8242)  0.01
O (-1.8742, 2.3268, -4.6294)  0.05
O (-2.2342, 1.9773, -2.3742)  0.02
Te (-3.1727, -0.9637, -4.3281)  0.02
C (-3.0073, -2.9045, -4.9474)  0.00
C (-2.2762, -3.3380, -6.0318)  0.00
C (-2.4468, -4.7150, -6.2811)  0.00
C (-3.3060, -5.3002, -5.3911)  0.00
S (-3.9166, -4.1934, -4.2583)  0.00
H (-1.6547, -2.6838, -6.6264)  0.00
H (-1.9683, -5.2516, -7.0861)  0.00
H (-3.6177, -6.3327, -5.3618)  0.00

Entry 2:
Density functional theory data (ωB97M-V/def2-TZVPD) for the molecule C2H6O2.

Its frontier orbital gap is 10.2 eV. The spin multiplicity is 1. The LUMO energy is 0.9 eV. Its SMILES is OCCO. The calculation puts the energy above the lowest of the compared OMol25 structures with the same formula, charge and spin at 63.0 kcal/mol. Its total charge is 0.

Last column: Löwdin charge in e.
CARTESIAN COORDINATES (ANGSTROEM)
O (1.3505, -1.0154, -0.3918)  -0.09
C (0.8176, 0.2652, 0.0433)  -0.16
C (-0.8573, 0.5841, 0.3650)  -0.16
O (-1.1293, -0.5762, -0.4122)  -0.16
H (1.2296, -1.1912, -1.3413)  0.09
H (1.3048, 0.3529, 0.9935)  0.09
H (1.0262, 0.9815, -0.7394)  0.10
H (-1.3368, 0.4939, 1.3855)  0.10
H (-1.5038, 1.3980, -0.0868)  0.11
H (-0.9013, -1.2929, 0.1841)  0.08

Entry 3:
Density functional theory data (ωB97M-V/def2-TZVPD) for a structure of composition C37H16AsF9N4OSW.

Its frontier orbital gap is 6.9 eV. The spin multiplicity is 1. The LUMO energy is -1.7 eV. The calculation puts the energy above the lowest of the compared OMol25 structures with the same formula, charge and spin at 0.0 kcal/mol. Its total charge is 0.

Last column: Löwdin charge in e.
CARTESIAN COORDINATES (ANGSTROEM)
W (0.6435, 0.3021, 0.1692)  1.34
S (2.6743, 1.5481, -0.1298)  0.65
C (2.7775, 2.7463, -1.4398)  -0.66
C (3.9255, 3.5371, -1.4593)  -0.12
C (4.1192, 4.4489, -2.4831)  -0.07
C (3.1776, 4.5832, -3.4968)  -0.07
C (2.0313, 3.8053, -3.4766)  -0.08
C (1.8261, 2.8941, -2.4484)  -0.42
As (0.2877, 1.7717, -2.2740)  1.30
C (-0.6895, 2.8021, -0.9009)  -0.41
C (-0.0745, 3.7777, -0.1192)  -0.11
C (-0.7865, 4.4109, 0.8917)  -0.07
C (-2.1119, 4.0779, 1.1269)  -0.07
C (-2.7357, 3.1143, 0.3428)  -0.06
C (-2.0263, 2.4761, -0.6609)  -0.13
C (-0.8023, 2.0833, -3.8356)  -0.39
C (-1.5137, 3.2647, -4.0200)  -0.11
C (-2.2719, 3.4371, -5.1677)  -0.07
C (-2.3250, 2.4329, -6.1267)  -0.07
C (-1.6206, 1.2527, -5.9405)  -0.07
C (-0.8605, 1.0753, -4.7921)  -0.11
H (4.6667, 3.4242, -0.6789)  0.10
H (5.0166, 5.0532, -2.4939)  0.11
H (3.3367, 5.2919, -4.2982)  0.11
H (1.2930, 3.9088, -4.2624)  0.10
H (0.9569, 4.0534, -0.2930)  0.10
H (-0.2980, 5.1650, 1.4949)  0.11
H (-2.6626, 4.5689, 1.9186)  0.11
H (-3.7705, 2.8510, 0.5182)  0.11
H (-2.5225, 1.7234, -1.2625)  0.10
H (-1.4833, 4.0452, -3.2687)  0.11
H (-2.8258, 4.3555, -5.3123)  0.11
H (-2.9216, 2.5712, -7.0188)  0.11
H (-1.6645, 0.4672, -6.6831)  0.11
H (-0.3165, 0.1491, -4.6443)  0.10
F (-4.6001, -3.6480, -2.7711)  0.14
C (-3.7295, -2.8349, -2.1827)  -0.13
C (-2.4010, -2.8441, -2.5729)  -0.13
F (-2.0012, -3.6641, -3.5406)  0.14
C (-1.4918, -1.9970, -1.9655)  -0.14
F (-0.2188, -2.0060, -2.3633)  0.11
C (-1.8982, -1.1308, -0.9573)  -0.20
O (-1.0453, -0.2882, -0.3626)  -0.28
C (-3.2377, -1.1206, -0.5838)  -0.14
F (-3.6474, -0.2738, 0.3598)  0.13
C (-4.1487, -1.9691, -1.1865)  -0.13
F (-5.4247, -1.9474, -0.8166)  0.14
F (-1.7354, -1.0444, 2.5304)  0.14
C (-1.1270, -0.4849, 3.5748)  -0.14
C (-1.7447, -0.4469, 4.7522)  -0.13
F (-2.9629, -0.9779, 4.8732)  0.12
C (-1.1480, 0.1698, 5.9287)  -0.01
C (0.1745, 0.7387, 5.6998)  -0.13
C (0.7826, 0.6863, 4.5167)  -0.14
F (1.9900, 1.2270, 4.3749)  0.14
C (0.2393, 0.0480, 3.2832)  -0.32
C (1.1350, -1.0948, 2.7985)  -0.19
C (1.3048, -1.0461, 1.4644)  -0.43
N (1.6223, -1.3525, 0.2399)  -0.04
C (1.5680, -2.1214, 3.6748)  -0.18
N (1.8836, -2.9493, 4.4114)  0.16
F (0.7819, 1.3372, 6.7241)  0.12
C (-1.7770, 0.2262, 7.1303)  -0.14
C (-1.2168, 0.8425, 8.3015)  -0.18
N (-0.8547, 1.3154, 9.2833)  0.19
C (-3.0881, -0.3091, 7.3747)  -0.18
N (-4.1374, -0.6859, 7.6500)  0.19
C (0.1570, 1.0733, 2.1129)  -0.17
H (-0.8226, 1.5649, 2.0858)  0.08
H (0.8993, 1.8561, 2.2849)  0.07